DFT (the ωB97M-V functional and the def2-TZVPD basis) results for a molecular structure, CH4Br2Si in a non-equilibrium geometry.

Last column: Mulliken charge in e.
Element x y z (Å)
H -0.28 -1.28 1.63  -0.06
Br 1.63 -1.31 -1.31  -0.05
H 0.75 1.02 -1.26  0.42
Si -0.81 -0.50 0.39  0.32
H -1.68 0.77 0.60  -0.06
H -1.55 -1.58 -0.22  -0.11
Br 1.40 2.87 0.86  -0.08
C 0.53 0.01 -0.69  -0.37

E_LUMO (alpha / beta): -3.478 / -1.468 eV
Strongest force on any atom: 3.90 eV/Å
E_tot: -5477.88620 a.u.
Energy above the lowest of the compared OMol25 structures with the same formula, charge and spin: 123.3 kcal/mol
Total charge: 0

---

DFT (the ωB97M-V functional and the def2-TZVPD basis) results for C4H9NO in the gas phase in a non-equilibrium geometry.

Last column: Mulliken charge in e.
Element x y z (Å)
O 2.82 -1.25 -0.09  -0.50
H 1.48 -0.92 -1.06  0.32
H 2.11 -0.46 1.63  0.40
H -2.17 -0.57 0.90  0.30
N -0.35 0.28 0.26  -0.02
C 2.02 -0.57 0.54  0.00
H 1.31 0.76 -0.94  0.38
H -0.30 2.35 -0.14  0.34
H -0.82 -1.69 0.74  0.30
C -0.98 1.50 -0.24  -0.99
C -1.29 -0.82 0.30  -0.97
H -1.64 -1.10 -0.71  0.35
H -1.89 1.73 0.33  0.30
H -1.27 1.42 -1.31  0.37
C 0.94 -0.07 -0.33  -0.56

Structure (SMILES): CN(C)CC=O
E_LUMO: 1.003 eV
Strongest force on any atom: 3.76 eV/Å
E_tot: -287.70753 a.u.
Energy above the lowest of the compared OMol25 structures with the same formula, charge and spin: 78.4 kcal/mol
Total charge: 0

---

DFT (the ωB97M-V functional and the def2-TZVPD basis) results for C6H10S in the gas phase in a non-equilibrium geometry.

Last column: Mulliken charge in e.
Element x y z (Å)
C 0.16 -2.17 -0.12  -0.45
H 0.05 -3.17 -0.39  0.37
H 0.14 1.01 2.09  0.28
C -0.53 -1.20 -1.01  -0.13
C 0.30 1.13 -0.04  0.60
C 0.47 -1.96 1.13  -0.50
H 0.16 -1.02 -1.86  0.18
H 1.72 1.80 1.51  0.39
S 1.18 1.73 -1.32  -0.25
C 0.67 1.70 1.34  -1.17
H -1.47 -1.40 -1.53  0.38
H -1.45 -0.08 0.71  0.31
H 0.54 1.25 -2.36  0.11
H 0.09 2.68 1.49  0.30
H -1.64 0.53 -1.01  0.43
H 0.50 -1.02 1.64  0.30
C -0.88 0.21 -0.28  -1.13

E_LUMO (alpha / beta): 0.524 / -0.277 eV
Strongest force on any atom: 3.54 eV/Å
E_tot: -632.60081 a.u.
Energy above the lowest of the compared OMol25 structures with the same formula, charge and spin: 130.9 kcal/mol
Total charge: 0

---

DFT (the ωB97M-V functional and the def2-TZVPD basis) results for 2 unconnected molecules or ions with the total composition CH5BrOSi in a non-equilibrium geometry.

Last column: Mulliken charge in e.
Element x y z (Å)
H -1.64 -0.69 1.74  0.41
H 2.14 0.18 -0.55  -0.11
O -0.23 -0.52 0.30  -0.31
H 0.84 1.65 1.14  -0.03
H 1.88 -0.20 1.73  0.04
Si 1.02 0.31 0.40  0.33
Br 0.12 -0.64 3.32  -0.05
H -1.90 -2.13 2.90  0.36
C -1.36 -1.26 2.58  -0.64

Multiplicity: 3
E_LUMO (alpha / beta): 0.708 / -3.595 eV
Strongest force on any atom: 4.53 eV/Å
E_tot: -2979.63975 a.u.
Total charge: 0

---

> Which formula does entry 1 have?

CH4Br2Si